--- P ---
18
Properties=species:S:1:pos:R:3:nbo_charge:R:1 method="wB97M-V/def2-TZVPD" charge=+1 homo_lumo_gap_ev=10.127 homo_energy_ev=-14.96 multiplicity=1
C -0.714 -2.357 -1.195 -0.61
C -1.390 -1.091 -0.515 -0.42
C -0.667 0.205 -0.306 -0.27
C -0.248 1.870 1.633 0.11
N -0.849 0.946 1.027 -0.37
H -1.089 -3.289 -0.662 0.25
H 0.357 -2.284 -1.257 0.23
H -0.966 -2.311 -2.306 0.23
H -1.759 -1.348 0.592 0.20
H -2.306 -0.810 -1.110 0.23
H -1.055 0.846 -1.212 0.25
H 0.465 0.235 -0.493 0.27
H 0.570 2.324 1.019 0.24
H -0.567 2.041 2.734 0.26
H -1.547 0.530 1.574 0.41
H 3.404 1.438 -0.583 0.48
H 3.896 0.143 0.082 0.49
O 3.082 0.513 -0.409 -0.96


--- Q ---
18
Properties=species:S:1:pos:R:3:nbo_charge:R:1 method="wB97M-V/def2-TZVPD" charge=+1 homo_lumo_gap_ev=10.907 homo_energy_ev=-14.35 multiplicity=1
C 0.552 1.735 2.313 -0.62
C 1.239 0.604 1.521 -0.45
C 0.721 0.750 0.105 -0.09
C -0.361 0.110 -0.296 -0.11
N -0.826 0.081 -1.691 -0.70
H 1.092 2.324 3.067 0.24
H -0.312 1.333 2.844 0.22
H 0.215 2.567 1.697 0.21
H 0.989 -0.320 2.040 0.23
H 2.324 0.653 1.544 0.24
H 1.190 1.584 -0.402 0.23
H -0.783 -0.706 0.271 0.24
H -0.404 0.734 -2.347 0.44
H -0.611 -0.853 -2.089 0.48
H -1.812 0.321 -1.809 0.44
H -0.372 -3.473 -1.417 0.52
H -1.790 -2.859 -1.776 0.50
O -0.891 -2.641 -1.477 -0.99


--- R ---
18
Properties=species:S:1:pos:R:3:nbo_charge:R:1 method="wB97M-V/def2-TZVPD" charge=+1 homo_lumo_gap_ev=11.296 homo_energy_ev=-14.51 multiplicity=1
C 0.312 0.890 1.718 -0.61
C -0.063 -0.574 1.516 -0.47
C -0.296 -0.984 0.103 0.15
C -1.372 -1.568 -0.392 -0.35
N 0.759 -0.593 -0.858 -0.72
H 0.529 1.128 2.753 0.25
H -0.485 1.575 1.398 0.21
H 1.137 1.237 1.090 0.19
H -0.991 -0.743 2.054 0.25
H 0.697 -1.209 1.972 0.24
H -2.210 -1.773 0.255 0.24
H -1.386 -2.039 -1.365 0.22
H 1.708 -0.699 -0.502 0.43
H 0.667 -1.104 -1.733 0.44
H 0.620 0.423 -1.126 0.48
H -0.093 2.543 -0.968 0.50
H 0.799 2.598 -2.208 0.51
O 0.297 1.980 -1.649 -0.96


Which structure is the most stable? The one labeled R.


--- P ---
6
Properties=species:S:1:pos:R:3:nbo_charge:R:1 method="wB97M-V/def2-TZVPD" charge=-1 homo_lumo_gap_ev=7.158 homo_energy_ev=-4.04 multiplicity=1
N 0.138 1.008 -0.648 -1.08
O -1.113 -1.514 -0.953 -0.99
O -0.483 -1.062 1.362 -1.00
S -0.057 -1.042 -0.059 1.60
I 2.051 1.172 -0.141 0.16
H -0.536 1.438 0.439 0.32


--- Q ---
6
Properties=species:S:1:pos:R:3:nbo_charge:R:1 method="wB97M-V/def2-TZVPD" charge=-1 homo_lumo_gap_ev="7.371 / 7.420" homo_energy_ev="-4.73 / -4.73" multiplicity=1
N 0.117 0.593 -0.475 -0.67
O -1.616 -0.363 -0.855 -0.87
O -0.604 -1.209 1.264 -1.00
S -0.390 -1.006 -0.173 1.59
I 2.711 0.787 -0.025 -0.41
H -0.219 1.198 0.264 0.36


Which structure is the most stable? The one labeled Q.


--- P ---
12
Properties=species:S:1:pos:R:3:nbo_charge:R:1 method="wB97M-V/def2-TZVPD" smiles="S=CC1=CCC(=S)S1" charge=0 homo_lumo_gap_ev=7.296 homo_energy_ev=-8.60 multiplicity=1
S 2.950 -1.730 -0.204 0.07
C 2.404 -0.154 -0.120 -0.29
C 0.840 -0.103 0.148 -0.19
C -0.012 0.969 0.100 -0.16
C -1.418 0.602 -0.043 -0.52
C -1.520 -0.927 0.053 -0.32
S -2.959 -1.687 -0.225 0.00
S -0.074 -1.747 0.458 0.42
H 3.026 0.716 0.179 0.23
H 0.296 1.960 0.010 0.22
H -1.471 0.982 -1.105 0.27
H -2.062 1.118 0.748 0.26


--- Q ---
12
Properties=species:S:1:pos:R:3:nbo_charge:R:1 method="wB97M-V/def2-TZVPD" smiles="C#C[C@H]1SCC(=S)S1" charge=0 homo_lumo_gap_ev=8.348 homo_energy_ev=-8.83 multiplicity=1
C 2.269 0.559 -1.174 -0.17
C 1.574 -0.170 -0.471 -0.07
C 0.656 -1.039 0.125 -0.60
S 0.040 -0.641 1.753 0.27
C -1.030 0.677 0.972 -0.60
C -1.850 -0.031 -0.090 -0.29
S -3.226 0.354 -0.795 0.10
S -0.833 -1.307 -0.931 0.31
H 2.961 1.071 -1.774 0.24
H 1.218 -1.939 0.274 0.28
H -0.143 1.249 0.454 0.27
H -1.634 1.217 1.659 0.26


Which structure is the most stable? The one labeled P.


--- P ---
6
Properties=species:S:1:pos:R:3:nbo_charge:R:1 method="wB97M-V/def2-TZVPD" charge=0 homo_lumo_gap_ev="8.256 / 9.450" homo_energy_ev="-10.11 / -10.68" multiplicity=1
C 1.683 -0.187 -0.040 0.82
C -2.192 0.469 -0.272 0.80
O 2.160 -1.284 -0.154 -0.51
O -1.034 0.521 -0.233 -0.50
F 2.306 0.900 0.322 -0.30
F -2.922 -0.420 0.377 -0.31


--- Q ---
6
Properties=species:S:1:pos:R:3:nbo_charge:R:1 method="wB97M-V/def2-TZVPD" smiles="O=C(F)C(=O)F" charge=0 homo_lumo_gap_ev=10.771 homo_energy_ev=-11.84 multiplicity=1
O -0.049 1.638 -0.865 -0.42
C -0.344 0.646 -0.416 0.79
F -1.589 0.220 -0.032 -0.33
C 0.456 -0.559 0.130 0.73
O 1.309 -0.294 1.216 -0.51
F 0.188 -1.790 -0.239 -0.26


Which structure is the most stable? The one labeled Q.


--- P ---
23
Properties=species:S:1:pos:R:3:nbo_charge:R:1 method="wB97M-V/def2-TZVPD" charge=+1 homo_lumo_gap_ev=5.007 homo_energy_ev=-13.07 multiplicity=1
C -0.340 1.987 0.750 -0.21
C -0.113 1.281 -0.587 -0.52
C 0.910 0.179 -0.538 0.24
C 1.761 -0.058 -1.612 -0.12
C 1.301 -1.840 0.525 -0.52
N 1.093 -0.448 0.653 -0.51
N -1.007 1.028 1.632 -0.88
H -1.002 2.833 0.563 0.21
H 0.606 2.271 1.204 0.20
H -1.125 1.004 -0.890 0.29
H 0.138 1.987 -1.378 0.25
H 2.606 -0.679 -1.336 0.23
H 1.532 0.328 -2.587 0.25
H 2.239 -2.167 1.019 0.29
H 1.429 -2.277 -0.458 0.24
H 0.628 -2.493 1.099 0.28
H 0.251 -0.294 1.219 0.45
H -1.217 1.417 2.536 0.40
H -1.675 0.447 1.248 0.39
H -0.459 -1.799 -1.119 0.02
H -1.779 -1.012 -0.752 0.44
H -3.236 -1.139 -0.759 0.50
O -2.540 -0.556 -0.430 -0.92


--- Q ---
23
Properties=species:S:1:pos:R:3:nbo_charge:R:1 method="wB97M-V/def2-TZVPD" charge=+1 homo_lumo_gap_ev="6.448 / 8.766" homo_energy_ev="-12.39 / -13.62" multiplicity=1
C 0.432 -2.131 -1.527 -0.48
C -1.807 -1.362 -0.965 -0.48
C 1.113 0.122 1.585 -0.44
C -0.868 1.510 1.182 -0.44
C 1.198 1.987 0.048 -0.43
N -0.467 -1.024 -1.349 0.21
N 0.382 0.984 0.704 -0.22
O -0.082 0.142 -1.384 -0.20
H 1.395 -1.776 -1.887 0.25
H 0.568 -2.661 -0.583 0.24
H 0.010 -2.838 -2.244 0.25
H -2.232 -2.093 -1.652 0.25
H -1.807 -1.813 0.032 0.24
H -2.428 -0.468 -0.947 0.25
H 1.905 -0.378 1.034 0.22
H 1.592 0.700 2.387 0.22
H 0.462 -0.614 2.049 0.22
H -0.698 2.346 1.866 0.22
H -1.454 1.884 0.346 0.23
H -1.438 0.747 1.705 0.22
H 0.613 2.471 -0.730 0.23
H 1.551 2.746 0.749 0.21
H 2.060 1.518 -0.420 0.22


Which structure is the most stable? The one labeled Q.


--- P ---
23
Properties=species:S:1:pos:R:3:nbo_charge:R:1 method="wB97M-V/def2-TZVPD" smiles=C[NH2+]CCNCCO charge=+1 homo_lumo_gap_ev=10.278 homo_energy_ev=-13.14 multiplicity=1
C -2.788 -0.640 -0.646 -0.42
N -1.420 -0.063 -0.500 -0.51
C -1.373 1.156 0.362 -0.23
C 0.078 1.477 0.650 -0.24
N 0.776 0.223 0.837 -0.67
C 2.188 0.112 0.482 -0.25
C 2.330 -0.921 -0.662 -0.08
O 1.384 -1.972 -0.553 -0.73
H -3.321 -0.190 -1.485 0.24
H -3.377 -0.400 0.232 0.23
H -2.693 -1.691 -0.878 0.24
H -1.066 0.211 -1.416 0.43
H -0.732 -0.729 -0.143 0.48
H -1.938 1.974 -0.086 0.24
H -1.911 0.931 1.276 0.22
H 0.185 2.212 1.452 0.22
H 0.505 2.003 -0.211 0.21
H 0.541 -0.149 1.737 0.38
H 2.712 1.046 0.290 0.22
H 2.695 -0.293 1.368 0.20
H 2.196 -0.427 -1.623 0.18
H 3.334 -1.315 -0.638 0.19
H 1.695 -2.554 0.154 0.48


--- Q ---
23
Properties=species:S:1:pos:R:3:nbo_charge:R:1 method="wB97M-V/def2-TZVPD" charge=+1 homo_lumo_gap_ev=5.620 homo_energy_ev=-12.80 multiplicity=1
C 0.811 1.871 0.464 -0.17
C -0.733 1.656 0.203 -0.50
C -1.211 0.278 0.457 0.40
C -0.931 -0.448 1.654 0.14
N -0.147 -1.518 1.562 -0.54
C -1.486 -0.480 -0.728 -0.74
N 1.554 1.442 -0.654 -0.85
H -0.486 -2.259 -2.951 -0.01
H 1.069 1.421 1.427 0.16
H -1.330 2.302 0.881 0.30
H -0.925 1.915 -0.824 0.27
H -1.234 -0.144 2.674 0.26
H 0.466 -1.691 2.367 0.43
H 0.580 -1.370 0.746 0.43
H -2.079 -1.409 -0.735 0.30
H -1.655 -0.027 -1.737 0.30
H -0.416 -0.822 -0.756 0.42
H -0.650 -2.878 -2.583 0.01
H 2.482 1.838 -0.752 0.39
H 0.885 2.975 0.535 0.23
H 2.333 -1.683 -0.122 0.48
H 1.660 0.426 -0.782 0.42
O 1.442 -1.397 -0.346 -1.14


Which structure is the most stable? The one labeled P.


--- P ---
23
Properties=species:S:1:pos:R:3:nbo_charge:R:1 method="wB97M-V/def2-TZVPD" charge=+1 homo_lumo_gap_ev=7.683 homo_energy_ev=-11.31 multiplicity=1
C -0.989 1.790 -0.877 -0.21
C 0.233 1.032 -1.308 -0.46
C 0.698 0.104 -0.178 -0.09
C 0.940 0.610 1.041 0.02
N 0.969 -0.075 2.256 -0.80
C 0.762 -1.352 -0.459 -0.66
N -1.659 2.608 -1.999 -0.67
H -0.754 2.541 -0.128 0.23
H -1.713 1.078 -0.483 0.24
H 1.028 1.713 -1.630 0.22
H 0.087 0.345 -2.144 0.23
H 0.891 1.685 1.189 0.18
H 1.755 0.217 2.847 0.38
H 1.171 -1.075 2.219 0.38
H 1.810 -1.611 -0.634 0.23
H 0.141 -1.727 -1.270 0.22
H 0.476 -1.969 0.394 0.24
H -1.251 3.532 -2.033 0.44
H -2.653 2.674 -1.771 0.44
H -1.631 2.146 -2.896 0.44
H 0.300 -4.452 3.233 0.47
H -0.365 -5.384 2.205 0.48
O -0.245 -4.428 2.427 -0.95


--- Q ---
23
Properties=species:S:1:pos:R:3:nbo_charge:R:1 method="wB97M-V/def2-TZVPD" charge=+1 homo_lumo_gap_ev=11.116 homo_energy_ev=-14.51 multiplicity=1
C 1.176 -1.776 0.647 -0.61
C -0.290 -1.691 0.165 -0.42
C -0.587 -0.778 -1.053 -0.42
C 0.414 0.350 -1.413 -0.27
N 1.704 1.631 0.878 -0.72
C 0.611 2.082 0.333 0.40
N 0.068 1.600 -0.747 -0.48
H 1.659 -2.657 0.227 0.23
H 1.766 -0.888 0.433 0.16
H 1.182 -1.924 1.726 0.23
H -0.614 -2.696 -0.084 0.23
H -0.907 -1.435 1.020 0.22
H -0.663 -1.426 -1.914 0.23
H -1.603 -0.415 -0.889 0.23
H 0.227 0.480 -2.456 0.24
H 1.389 -0.087 -1.296 0.23
H 2.408 1.075 0.416 0.43
H 2.148 2.118 1.646 0.44
H 0.121 2.937 0.786 0.23
H -0.900 1.833 -0.918 0.43
H -2.734 1.242 0.650 0.46
H -3.747 0.081 0.871 0.49
O -2.827 0.345 0.975 -0.94


--- R ---
23
Properties=species:S:1:pos:R:3:nbo_charge:R:1 method="wB97M-V/def2-TZVPD" smiles=CNC[C@H]([NH3+])[C@@H](C)O charge=+1 homo_lumo_gap_ev=9.537 homo_energy_ev=-12.77 multiplicity=1
C 0.828 -2.179 1.957 -0.44
N -0.444 -1.582 1.429 -0.65
C -0.235 -0.285 1.031 -0.20
C 0.141 -0.160 -0.573 -0.09
N 1.611 -0.117 -0.830 -0.68
C -0.510 0.990 -1.311 0.07
C -1.856 1.724 -1.000 -0.63
O 0.473 1.966 -0.997 -0.77
H 0.577 -3.162 2.419 0.23
H 1.385 -2.416 1.040 0.18
H 1.247 -1.614 2.801 0.20
H -1.260 -1.751 2.034 0.40
H -1.267 0.253 1.046 0.22
H 0.488 0.247 1.639 0.18
H -0.096 -1.152 -0.916 0.23
H 2.094 0.684 -0.298 0.47
H 1.660 0.061 -1.876 0.46
H 2.075 -0.936 -0.541 0.43
H -0.489 0.862 -2.487 0.17
H -2.591 1.276 -1.782 0.24
H -1.870 2.808 -1.444 0.24
H -2.053 1.628 0.045 0.23
H 0.093 2.855 -1.386 0.50


--- S ---
23
Properties=species:S:1:pos:R:3:nbo_charge:R:1 method="wB97M-V/def2-TZVPD" charge=+1 homo_lumo_gap_ev=10.415 homo_energy_ev=-13.29 multiplicity=1
C -1.654 0.835 0.092 -0.25
N -1.254 1.720 -1.084 -0.88
C -0.789 -0.432 -0.185 -0.07
N 0.691 -0.224 -0.238 -0.53
C 1.219 -0.070 1.217 -0.24
C 0.057 -0.613 2.196 -0.43
C -0.921 -1.306 1.123 -0.43
H -2.753 0.576 0.041 0.22
H -1.449 1.551 0.968 0.23
H -1.322 1.281 -1.971 0.36
H -1.741 2.560 -1.260 0.38
H -1.175 -0.966 -1.154 0.26
H 1.071 0.520 -0.818 0.47
H 1.182 -1.098 -0.585 0.45
H 1.308 1.022 1.455 0.24
H 2.198 -0.721 1.179 0.24
H 0.354 -0.994 3.222 0.27
H -0.568 0.205 2.447 0.21
H -0.758 -2.400 0.991 0.24
H -2.010 -1.273 1.552 0.25
H 2.829 -0.584 -3.574 0.48
H 3.043 0.577 -2.767 0.48
O 2.441 -0.165 -2.846 -0.96


Which structure is the most stable? The one labeled Q.


--- P ---
9
Properties=species:S:1:pos:R:3:nbo_charge:R:1 method="wB97M-V/def2-TZVPD" smiles="CO/[N+]([O-])=N/Cl" charge=0 homo_lumo_gap_ev=10.459 homo_energy_ev=-10.06 multiplicity=1
C -0.352 0.800 1.313 -0.28
O 0.676 0.313 0.352 -0.37
N 0.318 -0.498 -0.802 0.53
O -0.848 -0.651 -1.048 -0.40
N 1.336 -0.887 -1.493 -0.28
Cl 0.866 -1.891 -2.776 0.16
H -1.169 0.247 0.956 0.22
H -0.047 0.680 2.398 0.22
H -0.779 1.887 1.100 0.20


--- Q ---
9
Properties=species:S:1:pos:R:3:nbo_charge:R:1 method="wB97M-V/def2-TZVPD" charge=0 homo_lumo_gap_ev=8.165 homo_energy_ev=-9.20 multiplicity=1
C 1.511 0.435 0.479 -0.25
N -1.759 -1.479 -0.462 -0.79
N 0.344 0.552 0.004 0.36
O -0.038 0.740 -1.151 -0.54
O -0.606 0.505 0.928 -0.48
Cl -2.185 -0.208 0.263 0.88
H 1.457 0.258 1.473 0.21
H 2.444 0.528 -0.150 0.22
H -1.169 -1.332 -1.385 0.38


Which structure is the most stable? The one labeled P.


--- P ---
9
Properties=species:S:1:pos:R:3:nbo_charge:R:1 method="wB97M-V/def2-TZVPD" charge=0 homo_lumo_gap_ev=9.550 homo_energy_ev=-10.55 multiplicity=1
C 1.508 -0.123 -0.018 -0.49
N 0.216 -0.697 -0.229 -0.24
N -0.772 0.035 -0.057 0.57
O -0.892 1.176 0.231 -0.36
O -2.233 -0.642 -0.293 -0.45
Cl -3.683 0.225 0.016 0.27
H 2.181 -0.889 0.614 0.23
H 2.052 0.072 -0.991 0.24
H 1.622 0.843 0.727 0.22


--- Q ---
9
Properties=species:S:1:pos:R:3:nbo_charge:R:1 method="wB97M-V/def2-TZVPD" charge=0 homo_lumo_gap_ev=10.281 homo_energy_ev=-10.37 multiplicity=1
C 1.456 -0.161 -0.034 -0.45
N 0.152 -0.474 0.404 -0.21
N -0.797 0.262 0.206 0.54
O -0.924 1.408 -0.141 -0.41
O -2.007 -0.447 0.615 -0.37
Cl -3.170 0.024 -0.513 0.25
H 1.699 0.783 0.168 0.21
H 2.072 -0.856 0.375 0.22
H 1.518 -0.541 -1.081 0.22


Which structure is the most stable? The one labeled Q.


--- P ---
10
Properties=species:S:1:pos:R:3:nbo_charge:R:1 method="wB97M-V/def2-TZVPD" charge=-1 homo_lumo_gap_ev=7.802 homo_energy_ev=-3.28 multiplicity=1
N -0.485 1.866 0.369 -0.98
C 0.496 0.617 -0.482 0.20
O 0.024 -0.637 -0.476 -0.91
H 0.064 2.734 0.213 0.30
H -1.280 2.098 -0.280 0.31
H 0.642 1.091 -1.534 0.05
H 1.410 0.900 0.017 0.08
H -0.082 -2.268 0.283 0.53
H -0.836 -3.304 1.096 0.44
O 0.047 -3.097 0.794 -0.99


--- Q ---
10
Properties=species:S:1:pos:R:3:nbo_charge:R:1 method="wB97M-V/def2-TZVPD" charge=-1 homo_lumo_gap_ev=7.410 homo_energy_ev=-2.82 multiplicity=1
O -0.136 -0.026 -2.558 -1.05
H -0.380 0.091 -1.558 0.52
N -0.080 -0.155 2.115 -0.86
C 0.374 -0.277 0.750 0.11
O -0.354 0.602 -0.090 -0.94
H -0.005 0.867 2.362 0.34
H 0.586 -0.515 2.776 0.31
H 0.417 -1.328 0.412 0.08
H 1.456 -0.062 0.619 0.06
H 0.163 -0.922 -2.731 0.43


--- R ---
10
Properties=species:S:1:pos:R:3:nbo_charge:R:1 method="wB97M-V/def2-TZVPD" charge=-1 homo_lumo_gap_ev=7.285 homo_energy_ev=-2.61 multiplicity=1
O -0.126 -2.476 -0.450 -1.03
H -0.758 -1.758 -0.410 0.47
N 0.711 -0.216 0.202 -1.13
C 0.179 1.099 -0.110 0.07
O -1.359 1.279 -0.197 -0.83
H 0.676 -1.946 -0.108 0.51
H 1.235 -0.102 1.046 0.30
H 0.429 1.921 0.553 0.11
H 0.514 1.462 -1.146 0.09
H -1.501 0.735 0.620 0.44


Which structure is the most stable? The one labeled Q.